The following is a DFT calculation (ωB97M-V/def2-TZVPD) of an isolated molecule of C5H10O in a non-equilibrium geometry.

CARTESIAN COORDINATES (ANGSTROEM)
C (-0.731, 0.112, 0.243)
H (-1.813, -1.841, 0.201)
H (-0.172, 2.180, -0.378)
H (-0.084, 0.983, -1.690)
C (-0.638, 1.282, -0.792)
H (1.069, -0.695, -0.535)
H (2.279, -0.040, 2.274)
H (-1.243, -1.292, -1.390)
H (-2.643, -0.544, -0.648)
C (0.866, -0.243, 0.414)
C (-1.644, -0.961, -0.423)
H (2.997, 0.579, 0.751)
H (-1.280, 0.517, 1.104)
O (2.404, -1.452, 0.835)
C (2.276, -0.153, 1.173)
H (-1.644, 1.568, -1.138)

Summary:
energy above the lowest of the compared OMol25 structures with the same formula, charge and spin: 4.789 eV
orbital gap (spin up / spin down): 8.69 / 9.22 eV
LUMO level (spin up / spin down): -0.3 / -0.1 eV
2S+1: 1
HOMO (spin up / spin down): -9.0 / -9.4 eV
E_tot: -271.57661 Eh

Mulliken population analysis, charges in e, atoms 1 to 2: atom 1 (C): 0.5527, atom 2 (H): 0.3380



The following is a DFT calculation (ωB97M-V/def2-TZVPD) of an isolated molecule of C4H5N in a non-equilibrium geometry.

CARTESIAN COORDINATES (ANGSTROEM)
H (0.303, 0.046, -1.699)
N (1.054, -2.500, 1.018)
H (-1.614, 1.116, 0.355)
H (-1.555, -0.540, -0.591)
H (0.584, 0.640, 1.472)
C (0.361, 0.042, 0.561)
C (0.771, -1.398, 0.815)
C (0.258, 0.651, -0.772)
H (0.833, 1.582, -1.045)
C (-0.995, 0.361, -0.114)

Summary:
energy above the lowest of the compared OMol25 structures with the same formula, charge and spin: 1.568 eV
orbital gap: 11.78 eV
LUMO level: 0.9 eV
2S+1: 1
SMILES string: N#CC1CC1
HOMO: -10.8 eV
E_tot: -210.10612 Eh

Mulliken population analysis, charges in e, atoms 1 to 2: atom 1 (H): 0.2225, atom 2 (N): -0.3891



The following is a DFT calculation (ωB97M-V/def2-TZVPD) of a structure of composition C45H44Cl2N3OPb.

CARTESIAN COORDINATES (ANGSTROEM)
H (-2.142, 1.923, 0.484)
H (3.667, 4.195, -1.052)
C (0.248, -3.793, 2.197)
Cl (-6.791, 4.111, -1.616)
H (2.085, 3.260, -3.798)
C (0.696, 0.003, 3.746)
H (1.488, 4.190, -2.415)
C (4.845, 0.121, 2.796)
H (1.301, 0.004, 5.806)
H (1.180, -2.353, -1.563)
C (-3.490, -1.976, 3.442)
H (2.165, -4.565, -1.740)
H (0.294, -2.099, -3.955)
C (-1.614, -2.118, 1.928)
C (-2.133, 2.081, 3.919)
C (3.007, 1.111, -2.490)
H (5.630, 0.086, 3.541)
C (5.159, 0.136, 1.458)
H (0.777, -3.108, 2.863)
H (4.955, -0.212, -4.938)
C (-3.830, 1.381, -1.765)
C (0.485, 0.041, 1.138)
H (3.316, -4.016, -2.956)
N (1.309, -0.026, -1.132)
H (4.710, 2.770, -1.133)
H (-0.858, 2.381, 1.604)
C (0.898, -2.944, -3.618)
C (-0.621, -3.016, 1.201)
H (-2.567, 1.527, 4.752)
C (3.927, 3.324, -1.653)
C (-2.675, 2.167, -2.063)
C (-4.659, -0.739, -1.357)
H (4.475, 0.198, -0.590)
Pb (-1.205, -0.501, -1.599)
C (-1.937, 2.356, 1.454)
H (0.988, -4.396, 1.668)
H (-4.249, 5.186, -2.218)
C (1.139, 0.069, 2.446)
H (-2.541, -3.800, 2.865)
H (3.706, 0.078, 5.363)
C (-2.885, 3.531, -2.222)
C (3.003, 0.085, 4.540)
C (3.943, 1.026, -3.513)
H (-0.354, -0.087, 3.987)
H (-2.383, 3.135, 4.044)
C (-2.581, 0.064, 2.491)
N (-3.629, 0.054, -1.559)
H (-1.047, 1.987, 3.966)
C (4.211, -0.171, -4.154)
C (-6.198, 1.081, -1.401)
H (-0.615, -4.557, -0.323)
C (2.682, 2.461, -1.876)
H (-3.712, 1.840, 2.499)
H (3.437, -3.417, -1.297)
C (2.740, -3.704, -2.085)
C (3.491, 0.129, 3.211)
C (1.680, 3.183, -2.787)
C (-4.151, 4.117, -2.090)
Cl (-1.527, 4.536, -2.548)
H (-6.790, -0.963, -1.160)
C (2.559, -1.278, -2.790)
C (-5.122, 1.957, -1.649)
C (2.531, 0.153, 2.198)
C (-1.342, -3.970, 0.242)
C (-5.975, -0.267, -1.297)
H (-4.204, -2.467, 4.090)
C (-1.647, -0.708, 1.789)
H (-4.229, -0.016, 3.845)
H (-2.294, 3.387, 1.446)
H (4.329, 3.688, -2.598)
C (-2.546, -2.722, 2.758)
H (0.233, -3.766, -3.347)
O (-1.471, 1.637, -2.140)
C (-5.248, 3.355, -1.799)
H (0.731, 2.648, -2.831)
C (2.312, -0.059, -2.135)
C (1.802, -2.549, -2.441)
N (-0.734, -0.171, 0.825)
H (-1.988, -4.662, 0.781)
H (2.209, 2.312, -0.905)
H (6.199, 0.110, 1.162)
H (4.475, 1.917, -3.818)
C (-3.498, -0.604, 3.302)
C (1.651, 0.036, 4.783)
H (1.507, -3.262, -4.465)
H (-4.447, -1.795, -1.230)
C (4.174, 0.180, 0.448)
C (1.575, 0.138, 0.098)
C (3.522, -1.313, -3.789)
C (2.851, 0.196, 0.820)
H (-1.960, -3.417, -0.470)
H (-7.196, 1.486, -1.301)
H (0.058, -2.416, 0.597)
H (3.735, -2.247, -4.294)
H (-0.356, -4.461, 2.812)
C (-2.650, 1.586, 2.559)

Summary:
energy above the lowest of the compared OMol25 structures with the same formula, charge and spin: 0.075 eV
orbital gap: 6.34 eV
LUMO level: -3.8 eV
total charge: +1
2S+1: 1
HOMO: -10.2 eV
E_tot: -3093.83107 Eh

Mulliken population analysis, charges in e, atoms 1 to 2: atom 1 (H): 0.2125, atom 2 (H): 0.4617



The following is a DFT calculation (ωB97M-V/def2-TZVPD) of an isolated molecule of C4H6N4 in a non-equilibrium geometry.

CARTESIAN COORDINATES (ANGSTROEM)
H (2.606, 0.409, 0.490)
N (0.939, 1.366, 0.331)
H (-2.101, 1.549, -0.880)
H (-0.576, -0.428, 1.485)
N (-1.904, -0.359, 0.080)
N (-0.343, 1.523, -0.101)
C (1.263, -1.043, -0.328)
N (-0.950, -1.097, 0.782)
H (-0.526, -2.347, -0.736)
C (-1.456, 0.761, -0.315)
H (2.111, -1.436, -0.918)
C (-0.018, -1.560, -0.195)
H (-0.631, 2.433, 0.048)
C (1.585, 0.231, 0.258)

Summary:
energy above the lowest of the compared OMol25 structures with the same formula, charge and spin: 4.695 eV
orbital gap: 8.56 eV
LUMO level: 0.2 eV
2S+1: 1
SMILES string: c1cn[nH]cn[nH]c1
HOMO: -8.3 eV
E_tot: -374.88883 Eh

Mulliken population analysis, charges in e, atoms 1 to 2: atom 1 (H): 0.4373, atom 2 (N): -0.6770